1.
{
  "formula": "C3H2O2",
  "method": "ωB97M-V with the def2-TZVPD basis set",
  "de_lowest_kj_mol": 430.0,
  "e_lumo_ev": -0.59,
  "multiplicity": 1,
  "species": ["C", "C", "C", "O", "O", "H", "H"],
  "positions_angstrom": [[1.125, -0.178, -0.280], [0.605, -1.349, 0.025], [-0.325, -0.227, 0.386], [1.278, 1.007, 0.065], [-1.243, 0.341, -0.397], [-0.566, -0.126, 1.497], [-0.875, 0.532, -1.296]]
}


2.
{
  "formula": "C23H43ClN7O5P2",
  "method": "ωB97M-V with the def2-TZVPD basis set",
  "e_lumo_ev": 1.90,
  "charge": -1,
  "multiplicity": 1,
  "species": ["C", "P", "C", "C", "O", "C", "C", "O", "C", "C", "C", "N", "C", "C", "O", "C", "O", "P", "O", "Cl", "H", "H", "H", "H", "H", "H", "H", "H", "H", "H", "H", "H", "H", "H", "H", "H", "H", "H", "H", "H", "H", "H", "H", "H", "H", "C", "C", "N", "H", "H", "H", "C", "C", "N", "H", "H", "H", "C", "C", "N", "H", "H", "H", "C", "C", "N", "H", "H", "H", "C", "C", "N", "H", "H", "H", "C", "C", "N", "H", "H", "H"],
  "positions_angstrom": [[1.787, -1.177, 1.131], [2.742, -0.544, 2.653], [4.302, -0.649, 1.465], [5.695, -0.955, 2.124], [6.207, -2.067, 2.427], [2.340, 1.264, 2.190], [0.961, 1.619, 1.470], [1.082, 1.803, 0.009], [1.199, -0.541, 3.837], [0.029, -1.575, 3.598], [-1.397, -0.920, 3.144], [-2.481, -1.297, 4.137], [3.157, -2.261, 3.397], [3.454, -3.510, 2.512], [2.230, -4.328, 2.262], [2.476, -5.133, 1.117], [1.564, -5.692, 0.468], [4.080, 0.329, 4.231], [3.218, 1.038, 5.532], [5.124, 2.087, 3.523], [2.178, -0.533, 0.246], [1.983, -2.229, 0.754], [0.665, -1.043, 1.088], [4.147, -1.430, 0.630], [4.457, 0.316, 0.853], [6.430, -0.068, 2.251], [2.297, 1.858, 3.183], [3.106, 1.833, 1.567], [0.663, 2.681, 1.841], [0.075, 0.959, 1.717], [0.640, 1.012, -0.367], [0.747, 0.513, 3.974], [1.572, -0.784, 4.907], [-0.256, -2.068, 4.606], [0.253, -2.479, 2.931], [-1.687, -1.200, 2.082], [-1.265, 0.216, 3.293], [-2.671, -0.491, 4.756], [-3.347, -1.561, 3.655], [2.424, -2.645, 4.203], [4.104, -2.111, 4.050], [4.136, -4.223, 3.115], [3.960, -3.390, 1.510], [3.544, -5.329, 0.736], [2.968, 1.971, 5.327], [0.230, 3.324, -3.330], [-0.475, 2.389, -2.451], [-1.027, 1.652, -1.763], [0.478, 4.253, -2.812], [1.165, 2.900, -3.701], [-0.374, 3.589, -4.201], [0.359, 0.246, -6.422], [0.130, 1.690, -6.496], [-0.052, 2.825, -6.555], [1.335, -0.028, -6.831], [0.327, -0.114, -5.391], [-0.396, -0.309, -6.983], [-6.225, -3.622, 4.914], [-6.331, -2.304, 4.283], [-6.413, -1.269, 3.788], [-5.829, -4.367, 4.221], [-5.561, -3.599, 5.781], [-7.197, -3.981, 5.258], [-2.686, 1.990, -9.159], [-2.597, 0.630, -8.623], [-2.529, -0.438, -8.198], [-3.131, 2.676, -8.435], [-1.701, 2.384, -9.418], [-3.300, 2.025, -10.062], [-1.513, 4.900, -0.184], [-1.282, 4.492, 1.203], [-1.102, 4.172, 2.293], [-1.902, 4.076, -0.787], [-2.234, 5.718, -0.249], [-0.591, 5.243, -0.660], [-4.713, -0.164, -5.316], [-4.810, 1.146, -5.962], [-4.883, 2.175, -6.473], [-4.337, -0.924, -6.004], [-4.038, -0.139, -4.457], [-5.686, -0.505, -4.954]]
}


3.
{
  "formula": "C34H87N5O14",
  "method": "ωB97M-V with the def2-TZVPD basis set",
  "de_lowest_kj_mol": 0.0,
  "e_lumo_ev": 0.63,
  "smiles": "COCCNCCOC.COCCNCCOC.COCCNCCOC.COCCNCCOC.COCCNCCOC.OCCO.OCCO",
  "multiplicity": 1,
  "species": ["C", "C", "O", "O", "H", "H", "H", "H", "H", "H", "C", "C", "O", "O", "H", "H", "H", "H", "H", "H", "C", "O", "C", "C", "N", "C", "C", "O", "C", "H", "H", "H", "H", "H", "H", "H", "H", "H", "H", "H", "H", "H", "H", "H", "C", "O", "C", "C", "N", "C", "C", "O", "C", "H", "H", "H", "H", "H", "H", "H", "H", "H", "H", "H", "H", "H", "H", "H", "C", "O", "C", "C", "N", "C", "C", "O", "C", "H", "H", "H", "H", "H", "H", "H", "H", "H", "H", "H", "H", "H", "H", "H", "C", "O", "C", "C", "N", "C", "C", "O", "C", "H", "H", "H", "H", "H", "H", "H", "H", "H", "H", "H", "H", "H", "H", "H", "C", "O", "C", "C", "N", "C", "C", "O", "C", "H", "H", "H", "H", "H", "H", "H", "H", "H", "H", "H", "H", "H", "H", "H"],
  "positions_angstrom": [[1.267, 0.950, 1.082], [1.007, -0.538, 1.411], [0.977, -0.766, 2.813], [0.847, 1.374, -0.187], [2.331, 1.063, 1.300], [0.688, 1.576, 1.729], [1.810, -1.149, 1.016], [0.101, -0.798, 0.885], [1.303, -1.710, 3.019], [1.568, 1.066, -0.813], [-3.501, -0.466, -0.971], [-2.194, -0.091, -1.664], [-2.539, 0.288, -3.054], [-4.301, 0.677, -0.642], [-3.242, -1.064, -0.090], [-4.027, -1.115, -1.669], [-1.520, -0.969, -1.774], [-1.617, 0.712, -1.200], [-3.236, 0.961, -3.013], [-3.983, 1.032, 0.229], [1.670, -2.604, 7.386], [1.516, -3.350, 6.203], [0.404, -2.920, 5.448], [0.278, -3.832, 4.192], [1.313, -3.401, 3.240], [2.675, -3.874, 3.452], [2.884, -5.333, 3.760], [2.141, -6.117, 2.825], [2.080, -7.474, 3.174], [2.620, -2.906, 7.850], [0.806, -2.756, 8.102], [1.766, -1.580, 7.027], [0.547, -1.877, 5.093], [-0.527, -2.891, 6.047], [-0.666, -3.538, 3.789], [0.305, -4.866, 4.539], [0.981, -3.759, 2.369], [3.177, -3.290, 4.216], [3.241, -3.614, 2.575], [2.476, -5.537, 4.785], [3.959, -5.581, 3.772], [1.533, -8.023, 2.405], [1.509, -7.575, 4.098], [3.061, -7.942, 3.261], [7.091, 1.792, -3.579], [5.968, 2.012, -2.788], [4.888, 1.132, -2.978], [3.753, 1.339, -1.981], [2.622, 0.441, -2.248], [1.851, 0.960, -3.362], [0.908, -0.088, -3.795], [1.694, -1.059, -4.526], [0.904, -2.019, -5.118], [6.710, 1.693, -4.588], [7.690, 0.975, -3.145], [7.663, 2.714, -3.569], [5.201, 0.060, -2.916], [4.413, 1.277, -3.955], [3.361, 2.336, -2.078], [4.133, 1.244, -0.955], [2.956, -0.493, -2.468], [2.504, 1.163, -4.251], [1.253, 1.834, -3.112], [0.121, 0.320, -4.479], [0.458, -0.561, -2.930], [0.179, -1.575, -5.806], [0.358, -2.615, -4.394], [1.510, -2.607, -5.850], [-2.755, -3.653, -2.592], [-1.838, -3.594, -1.473], [-2.010, -4.639, -0.528], [-1.216, -4.323, 0.692], [0.264, -4.178, 0.424], [0.959, -5.223, -0.293], [2.476, -4.874, -0.404], [2.928, -4.428, -1.751], [2.556, -3.051, -1.930], [-2.564, -4.497, -3.255], [-2.514, -2.753, -3.171], [-3.788, -3.575, -2.229], [-1.796, -5.607, -0.980], [-3.086, -4.655, -0.277], [-1.359, -5.073, 1.466], [-1.624, -3.426, 1.129], [0.483, -3.279, 0.062], [0.585, -5.324, -1.304], [0.769, -6.223, 0.101], [3.204, -5.595, -0.061], [2.576, -4.016, 0.308], [1.494, -2.764, -1.823], [2.934, -2.707, -2.924], [3.133, -2.457, -1.226], [-1.727, 3.457, -1.961], [-0.439, 3.923, -2.378], [0.123, 4.658, -1.270], [1.109, 5.656, -1.796], [0.426, 6.747, -2.491], [1.242, 7.792, -2.941], [0.474, 9.091, -3.368], [-0.448, 8.725, -4.370], [-1.465, 9.671, -4.544], [-2.342, 4.300, -1.618], [-1.667, 2.683, -1.154], [-2.108, 3.004, -2.885], [0.695, 3.998, -0.635], [-0.614, 5.274, -0.764], [1.801, 5.113, -2.432], [1.776, 6.016, -0.994], [-0.315, 6.469, -3.092], [1.934, 7.658, -3.790], [1.911, 8.092, -2.116], [1.150, 9.850, -3.824], [0.007, 9.630, -2.534], [-1.840, 10.039, -3.590], [-2.305, 9.173, -5.055], [-1.138, 10.475, -5.202], [-6.783, 3.417, 2.073], [-5.459, 3.105, 2.459], [-4.482, 3.506, 1.506], [-3.199, 2.806, 1.827], [-3.384, 1.360, 1.946], [-2.191, 0.646, 2.360], [-2.600, -0.682, 2.970], [-3.158, -0.423, 4.300], [-3.908, -1.501, 4.801], [-7.132, 2.666, 1.395], [-6.933, 4.405, 1.620], [-7.444, 3.317, 2.930], [-4.339, 4.595, 1.543], [-4.925, 3.304, 0.526], [-2.907, 3.175, 2.808], [-2.392, 3.107, 1.154], [-4.100, 1.161, 2.644], [-1.553, 1.115, 3.136], [-1.528, 0.486, 1.493], [-1.724, -1.298, 3.033], [-3.326, -1.189, 2.314], [-3.328, -2.451, 4.750], [-4.865, -1.544, 4.256], [-4.068, -1.332, 5.857]]
}


Number 1: HOMO energy -9.4 eV. Number 2: HOMO energy -3.7 eV. Number 3: HOMO energy -8.3 eV.